A structure of composition C18H14Cl2CuF12N4O12S4 in a non-equilibrium geometry. Source: the OMol25 dataset; level of theory: ωB97M-V with the def2-TZVPD basis set.

Summary:
* ⟨S²⟩: 0.752
* Kohn-Sham gap (spin up / spin down): 0.3216 / 0.2354 Ha

The geometry in ORCA input format:
```
! wB97M-V def2-TZVPD RIJCOSX def2/J DEFGRID3
* xyz 0 2
Cu -0.12519 -0.39451 0.09162
C -0.84660 2.72301 2.74023
F -0.55377 1.80553 3.66505
F -1.33982 3.75506 3.38590
F 0.31551 2.88740 2.15006
S -2.15209 1.92019 1.45115
O -3.49511 2.23747 1.94648
O -1.91013 2.50504 0.14064
N -1.57425 0.30741 1.39276
S -2.34503 -0.45279 2.57921
O -1.61279 -1.65027 2.92473
O -2.73863 0.31268 3.77521
C -3.94652 -1.16418 1.71873
F -3.64091 -1.74398 0.57316
F -4.55932 -2.03716 2.49272
F -4.84680 -0.15961 1.47868
C 1.80320 -4.25872 0.86516
F 2.86299 -4.48677 0.07797
F 1.16735 -5.32333 1.35475
F 2.02552 -3.41821 1.82165
S 0.57627 -3.25142 -0.25562
O -0.05217 -4.14128 -1.24144
O -0.43193 -2.74854 0.66661
N 1.24856 -1.72986 -0.80125
S 2.30975 -2.01404 -1.97652
O 3.72434 -1.70840 -1.59463
O 2.03878 -3.22553 -2.69610
C 1.77956 -0.66624 -3.27967
F 2.90812 -0.04536 -3.63515
F 1.21048 -1.25559 -4.41438
F 0.91929 0.16295 -2.68731
Cl 1.32813 -0.45497 2.65015
C 2.30206 -0.73331 4.04574
C 2.68760 0.51568 4.76650
Cl 3.86276 1.43506 3.81764
H 3.07949 -1.42426 3.71973
H 1.72125 -1.41187 4.67048
H 3.12010 0.26451 5.73498
H 1.84169 1.17139 4.97285
C -6.47930 -0.23480 -3.08923
C -5.70764 0.52726 -2.15264
C -4.40838 0.23844 -2.04012
C -3.78601 -0.71941 -2.83874
C -4.55283 -1.39007 -3.82807
C -5.90660 -1.15682 -3.95178
N -2.39190 -1.11336 -2.56482
O -1.81956 -0.86172 -1.50437
O -1.72289 -1.58295 -3.49470
H -7.53455 -0.04306 -3.21605
H -6.36510 1.20179 -1.62428
H -3.94618 0.75337 -1.21089
H -4.23195 -2.12877 -4.54762
H -6.47728 -1.82533 -4.57933
C 5.82910 3.00971 -0.27759
C 5.08836 3.81523 -1.07271
C 3.80586 3.49016 -1.40136
C 3.26393 2.38978 -0.80033
C 4.04932 1.39928 -0.08971
C 5.31900 1.87144 0.31641
N 1.76496 2.17241 -0.92564
O 1.12482 2.95939 -1.61449
O 1.18349 1.34088 -0.21060
H 6.86559 3.28325 -0.14617
H 5.53578 4.69445 -1.51224
H 3.10755 4.03861 -2.01614
H 3.78875 0.41738 0.27684
H 5.94205 1.35029 1.02818
*
```

=====

A structure of composition C18H14ClN3O4S in a non-equilibrium geometry. Source: the OMol25 dataset; level of theory: ωB97M-V with the def2-TZVPD basis set.

Summary:
* Kohn-Sham gap: 0.3177 Ha

The geometry in ORCA input format:
```
! wB97M-V def2-TZVPD RIJCOSX def2/J DEFGRID3
* xyz 0 1
O -2.16047 1.88563 -3.01489
C -2.32759 1.66305 -1.85610
N -1.30534 1.87597 -0.87914
C -0.01992 2.31872 -1.14120
C 0.66238 2.49398 -0.16967
C 2.04978 2.98344 -0.08004
C 2.58464 3.25131 -1.27477
C 2.01900 2.80480 -2.55394
C 0.69400 2.49546 -2.45921
H -0.00982 2.31299 -3.28084
H 2.62253 2.99479 -3.33016
O 4.18091 3.46213 -1.52922
C 4.45379 3.91250 -0.42978
C 4.27796 3.03789 0.99514
H 4.68982 3.36632 1.73280
O 2.78448 3.17019 1.16680
H 4.41047 2.06245 0.69535
H 5.60539 4.07408 -0.39264
H 4.27497 4.82673 -0.03392
H 0.35778 2.52150 1.11111
H -1.58065 1.94509 -0.08734
C -3.56184 1.57687 -1.23155
H -4.18027 2.32402 -1.22352
H -4.08104 0.82722 -1.89620
S -3.45866 0.57814 0.21364
C -2.85751 -0.82263 0.05550
N -2.53235 -1.13281 -1.19665
N -1.67333 -2.42962 -0.80837
C -1.99836 -2.48750 0.43024
C -1.58960 -3.78297 1.14328
C -0.72921 -4.84967 0.40836
C -0.38301 -5.95979 0.93556
C -0.64630 -6.10380 2.46196
C -1.43698 -5.05330 3.01522
C -1.82138 -3.89932 2.41323
H -2.15840 -3.22631 3.13364
Cl -1.60555 -5.38433 4.66517
H -0.40025 -6.83073 3.15978
H 0.15496 -6.68514 0.55269
H -0.52749 -4.53404 -0.56887
O -2.77753 -1.58332 1.14856
*
```